Here is a 15-piece molecular cluster, C60H165N15O15 overall in a non-equilibrium geometry from OMol25. Energies are from wB97M-V/def2-TZVPD.

Values from the calculation:
Total energy in eV: -117949.01967
Gap between HOMO and LUMO in eV: 8.535
Energy above the lowest of the compared OMol25 structures with the same formula, charge and spin in eV: 5.089
Highest occupied orbital energy in eV: -8.33

ORCA input file:
```
! wB97M-V def2-TZVPD RIJCOSX def2/J DEFGRID3
* xyz 0 1
H 4.74188 2.72827 -4.44983
H -5.33209 3.54734 -7.43071
H 0.63529 3.27761 3.30023
H -2.35891 1.75357 4.64790
H -6.68321 -1.59899 -3.65365
C -1.64144 -1.80441 6.85555
H -3.67906 1.91777 -3.74839
H 3.58778 4.53930 1.13339
H 1.77282 0.78474 5.53709
H 4.21819 -1.31865 4.76842
H 2.16868 -0.30330 -1.49586
H 5.26074 0.51874 -2.97718
N -1.39478 -2.46641 -4.45932
H 8.18745 -2.12044 -2.27598
N 0.36508 -3.71483 -2.07366
C 2.46611 0.98733 3.01734
C -11.77922 -0.56363 2.41437
H -1.69576 -5.93641 0.58756
C 9.77952 -0.77266 -2.83917
H -5.44975 -0.19197 -5.76535
H 5.81540 -4.13307 2.77862
H 5.41194 0.89026 4.32252
C 10.91998 -1.83611 -2.74510
C 5.05636 -3.29440 -0.86334
H 1.31361 -5.30154 -0.08978
H 1.07613 2.80878 -5.04525
C -5.01079 2.71436 1.42191
H 8.21228 2.23119 3.01460
O -0.23743 1.85193 4.59457
H -8.26004 -4.01665 -1.40590
H -1.49394 0.10677 2.08232
H -0.01156 2.09729 -1.41040
H 0.29507 -4.23995 0.79406
H -1.68015 -0.59506 -3.66271
C -2.65162 -5.99442 0.06692
O -3.71014 -3.83642 1.92030
C 5.38900 -3.35013 3.40574
H 1.10966 3.52706 4.95482
H 10.16346 0.16008 -2.42604
H -5.94384 3.35589 -2.25604
H -6.07829 2.67106 1.20588
H -3.51372 3.96319 -1.71497
C -4.47748 -0.20809 -6.25783
O -10.67584 -1.22359 1.90654
C 2.12787 3.05325 -5.19418
H 1.92837 -3.48034 3.83878
H -4.83791 -4.00901 -3.77871
H 4.98558 2.91646 1.63122
N 2.52459 1.44627 5.40547
H -4.80673 3.57009 2.06547
C 12.76178 -0.24376 -3.02555
O 12.02712 -1.35758 -3.53112
H -7.92738 0.30637 -0.49672
C 2.83022 -3.38247 -1.58860
H 10.60940 -2.75874 -3.23539
O 3.71919 -3.20864 -0.49255
C -0.44196 4.98765 -0.10456
C -5.20428 0.97784 3.34045
C 5.36977 3.78214 1.09169
H 6.96274 0.15377 4.60055
N 4.84577 -0.37408 6.42536
C 1.60837 4.86379 -1.68617
C -0.16762 -1.34678 6.63799
C -3.10658 -4.56900 -0.30695
H 12.16607 0.66284 -2.91926
H 8.93580 -1.13892 -4.62651
H -2.93074 -3.53944 -2.03609
H 2.61655 1.44849 2.04122
H -4.68794 -1.68328 5.25373
H 1.58204 0.34974 3.01601
C -3.22989 -3.28195 3.08925
C -6.58305 -2.27107 -2.80136
H 3.01863 -2.70012 -2.41745
H 1.16735 5.65960 -2.28639
N -7.53107 0.09688 0.40835
C 4.78023 -0.03924 -3.78084
H -3.41126 -2.48536 0.40513
O 2.94940 1.86903 -5.00846
H -3.31153 -1.31811 -2.10403
H 6.41876 1.19077 -6.23970
O 6.41345 -3.14470 4.37069
H 8.45394 -0.95595 -1.02340
C -0.93888 -0.02524 1.15357
H -2.40149 4.11653 1.17672
H -7.13948 -1.77194 -2.00804
O -4.95947 3.34737 -5.47471
C -5.13576 -2.53686 -2.49151
C -1.95814 4.97573 1.68002
H 1.35601 -1.40015 5.17932
O 7.80777 2.89387 1.06635
H -2.89285 2.44450 -1.67808
H -5.65084 0.18142 0.82064
H 4.36199 -0.95336 7.09654
H -2.01026 4.93197 2.76790
H -0.75971 0.21175 7.73398
H 5.30226 4.35289 -0.96891
C -4.48859 1.44851 2.01815
N -0.07593 0.04711 7.00910
H -4.31778 4.75989 -6.79695
H -4.39397 -0.46206 -3.11864
H -1.73150 -2.76817 6.35438
H -6.24267 -0.82579 5.04426
H 6.00636 -0.37560 3.25344
H -10.20285 0.14267 0.43091
H -4.18201 -4.53266 -0.48083
H -4.83223 0.05293 5.72963
H -2.33874 0.59795 -0.83149
C 4.94358 0.65117 -5.13147
H 6.91730 1.12611 -4.80803
H -0.67936 2.10173 0.94539
C -4.14035 3.85073 -4.46433
H 3.28197 0.35502 3.36755
H 2.32694 2.11564 6.13553
H -8.36633 -2.29098 2.65675
C 5.93906 -0.06343 4.29561
O -4.80554 -0.38745 3.70273
H 0.10323 0.50682 -4.68160
H 6.87104 4.24910 2.46033
H 6.79983 -2.25138 6.21554
N 6.38038 0.56145 -5.45066
H 1.41965 3.17381 0.16615
H -0.56775 -3.85277 -1.71184
H -1.35412 -0.88787 0.63247
H 13.56429 -0.00539 -3.72359
H 3.71968 -0.23308 -3.62037
H 2.25050 3.48395 -6.18794
C 5.18925 -1.06977 5.19645
C -2.20772 -0.54472 -5.71863
H 0.08739 -0.26106 1.43511
H 7.53012 -0.58349 -2.47972
H -6.64907 -1.74920 2.16004
H 2.58427 3.82045 -4.56872
H -3.04031 1.15544 0.34674
H -0.10064 0.31094 -1.44213
H 6.87087 1.47549 2.01105
H -4.38543 -2.46414 -4.30457
C 0.84293 -3.56188 3.78164
H -3.43018 -2.21145 3.04441
H -1.90923 -3.24672 0.84722
C 1.31983 -3.32751 -1.05847
H 1.13828 4.16197 1.34154
H 4.47776 2.49476 -6.17545
O 1.35066 1.11582 -0.28015
O 0.21956 -3.11486 4.97062
C 0.85780 2.75331 4.22958
C 1.18853 -4.25031 0.16978
H -12.45065 -1.37777 2.68723
H -1.95020 -1.93368 7.89288
C -4.15341 2.80142 -3.32148
C 0.31485 -1.72195 5.20248
C -4.37467 -1.18994 -2.30751
H -0.29195 0.67762 6.25023
H -4.51603 4.82837 -4.16236
C -7.66159 -4.37079 -2.24528
C -9.74001 -0.28683 1.31940
H 4.22534 2.95252 -0.52918
C -4.47903 3.68233 -6.76575
H 4.40635 -3.59062 3.81152
C 2.29452 0.73364 -1.18439
O -3.57333 -0.74791 -5.32942
C 0.03558 1.18860 -0.81027
N -2.40910 -4.26900 -1.57161
H 0.53520 -4.59955 3.65257
H 4.33184 4.96580 2.39209
H -3.57151 3.14403 -7.03917
H 2.37681 1.35676 -2.07493
H 0.63245 -4.59156 -2.49788
H -6.29281 1.03361 3.35064
H 1.41705 6.02198 -0.05585
H -3.28341 -6.48336 0.80846
H -2.50473 5.88626 1.43450
C -1.31786 -1.05171 -4.58375
H 0.59338 -1.05619 -5.57389
N 4.49849 4.88583 1.39915
H -1.70692 2.71489 3.34113
H 3.08062 2.74496 3.95724
H 2.68870 5.00407 -1.72232
H 5.22677 -1.03355 -3.78815
N 1.72790 4.06526 0.52723
C 4.33307 2.04423 -5.19352
C 0.14244 -0.58229 -4.70202
H -4.53212 -0.42759 1.78012
H 4.27702 0.45070 6.29744
H 0.43995 -1.88476 7.36568
H -6.14473 2.09999 -3.48603
H 7.31045 4.78773 0.92283
C -2.97920 -3.42708 0.74360
O -7.27286 -3.44210 -3.25930
C 1.06877 5.01584 -0.28923
H -11.53384 0.01351 3.30588
H 10.36680 -0.51596 -4.73795
H -1.66598 3.37430 4.97401
H 5.24183 -2.53555 2.69659
C -0.92480 1.22520 0.34574
H -4.25110 0.83265 -6.48958
H 5.93302 2.69170 -0.69582
H 5.27256 -3.04192 6.09487
H -2.31197 -1.08879 6.37975
H 13.29530 -0.48381 -2.10586
N -2.26708 1.41874 -0.24731
H -3.12345 4.03362 -4.81154
H -4.45665 2.95193 0.51384
H -0.87635 4.06245 -0.48324
H -3.77425 -3.78790 3.88661
C 5.95147 -2.38986 5.54531
H 3.25923 0.58807 -0.69833
C 2.24777 2.05364 4.08586
H 2.95232 -4.40426 -1.94793
N -4.69823 0.32292 1.12496
H 11.24416 -2.05959 -1.72870
H -12.30366 -0.01793 1.62998
H -8.24256 -5.17300 -2.70029
H 0.84007 -0.95725 -3.95314
H -5.56483 1.61615 -2.02436
N -3.21384 3.18523 -2.28502
O -0.63240 5.04789 1.29499
C 6.84914 3.93293 1.41742
H -9.56186 0.62499 1.88944
H -5.13598 -3.14329 -1.58578
H -4.77474 1.60851 4.11881
H 5.78947 -3.44508 -0.07091
H 8.57082 1.10864 1.72690
C 7.87791 1.89194 2.03419
C -5.48857 2.46963 -2.69804
C -7.70505 -1.50893 2.28365
H -6.83435 -4.90274 -1.77537
H -0.19472 -1.12478 4.44629
H 0.41706 -3.01211 2.94230
H -2.39314 -4.99812 -2.27034
C 8.43072 -1.07146 -2.10701
H -0.77791 -2.86578 -3.76644
H -2.14959 -3.41644 3.14377
N 9.49924 -0.39803 -4.23443
H -8.52697 -1.78192 0.23646
H -4.88778 -0.64753 -1.51341
H -3.44371 1.60996 2.28322
H -2.01692 0.51313 -5.89930
C -5.15749 -0.72368 5.03741
H -1.92097 -1.04525 -6.64347
H -7.56781 0.94951 0.94852
H 5.20326 -4.06540 -1.61970
H -4.53121 -0.82736 -7.15322
H 2.00696 -3.96425 0.83042
H -2.66514 -6.71805 -0.74811
H 4.41470 0.10081 -5.90960
N -4.39462 -3.13166 -3.54665
H 5.31497 -2.37322 -1.38550
C -8.37733 -0.98324 0.96297
C 5.19396 3.43359 -0.39336
H -0.92397 5.81160 -0.63077
C -1.56796 2.45833 4.39135
H 1.31859 3.96389 -2.22867
H -7.67483 -0.79069 3.10299
H 1.05717 -2.36096 -0.62848
H -2.31873 -2.77453 -4.19199
*
```

Results of the Mulliken charge analysis, in e, for atoms 1 through 8: atom 1 (H): 0.368, atom 2 (H): 0.228, atom 3 (H): -0.200, atom 4 (H): -0.133, atom 5 (H): 0.248, atom 6 (C): -1.381, atom 7 (H): -1.004, atom 8 (H): 0.238